(1)
Below is one molecule with the formula C22H29NO7 in a non-equilibrium geometry, with properties calculated with the ωB97M-V functional and the def2-TZVPD basis.

The geometry in XYZ format:
```
59
Properties=species:S:1:pos:R:3
C -0.66 2.21 -3.75
C -0.69 2.37 -2.24
H -1.64 2.00 -1.83
H -0.57 3.42 -1.95
O 0.39 1.61 -1.71
C 0.58 1.74 -0.34
C 1.75 0.81 0.04
C 2.41 1.19 1.37
C 1.51 1.35 2.62
H 1.79 2.28 3.13
C 1.64 0.23 3.65
O 1.00 -0.97 3.28
H 1.38 -1.28 2.44
H 1.16 0.53 4.58
H 2.71 0.04 3.86
H 0.47 1.45 2.33
H 2.92 2.14 1.20
H 3.19 0.45 1.58
H 2.50 0.98 -0.74
C 1.30 -0.66 -0.09
C -0.14 -0.85 0.31
C -0.98 0.17 0.48
O -0.60 1.49 0.39
C -2.47 0.04 0.62
O -3.18 0.38 -0.30
N -2.95 -0.51 1.75
C -2.20 -0.77 2.96
H -1.13 -0.67 2.79
C -2.66 0.21 4.05
H -2.18 -0.02 5.00
O -4.04 0.12 4.27
C -4.77 0.39 3.09
H -5.82 0.29 3.34
C -4.38 -0.58 1.97
H -4.88 -0.32 1.03
H -4.64 -1.60 2.26
H -4.57 1.42 2.75
H -2.39 1.24 3.75
H -2.42 -1.79 3.29
H -0.51 -1.86 0.38
C 1.53 -1.16 -1.51
C 0.50 -1.27 -2.42
C 0.72 -1.70 -3.73
C 2.01 -2.01 -4.08
C 3.05 -1.91 -3.16
C 2.84 -1.49 -1.87
H 3.66 -1.41 -1.18
O 4.23 -2.28 -3.76
C 3.89 -2.62 -5.09
O 2.50 -2.45 -5.28
H 4.44 -1.97 -5.79
H 4.17 -3.67 -5.28
H -0.08 -1.78 -4.44
H -0.50 -1.01 -2.13
H 1.94 -1.27 0.56
H 0.82 2.79 -0.07
H -0.76 1.16 -4.01
H -1.48 2.77 -4.19
H 0.28 2.58 -4.15
```

Frontier orbital gap ... 8.62 eV
SMILES string ... CCO[C@H]1OC(C(=O)N2CCOCC2)=C[C@@H](c2ccc3c(c2)OCO3)[C@@H]1CCCO
Lowest unoccupied orbital energy ... 0.67 eV
Molar mass ... 419.47 g/mol
Largest force on an atom ... 0.0247 hartree/bohr

These are the Mulliken partial charges, in e, on atoms 1 to 5: -1.206 -0.093 0.176 0.333 -0.274

(2)
Below is C22H30CuN4O2S3SbSe as an isolated structure, with properties calculated with the ωB97M-V functional and the def2-TZVPD basis.

The geometry in XYZ format:
```
64
Properties=species:S:1:pos:R:3
Cu 0.45 0.56 -1.59
S -4.34 0.17 -1.76
Sb -2.52 0.24 -3.17
S -1.10 2.08 -2.30
S -0.81 -1.20 -2.12
C 0.17 -2.69 4.24
C 0.96 -3.80 3.55
C 1.77 -3.35 2.33
C 0.99 -3.26 1.03
N -0.19 -2.42 1.11
C -0.19 -1.07 1.03
Se 1.33 -0.02 0.80
N -1.46 -0.65 1.10
C -1.95 0.73 0.99
C -2.45 1.25 2.33
C -1.34 1.48 3.36
C -0.46 2.68 3.03
C -2.31 -1.75 1.16
C -3.69 -1.84 1.15
C -4.23 -3.11 1.22
C -3.42 -4.25 1.27
C -2.04 -4.15 1.25
C -1.50 -2.88 1.18
H -0.26 -3.05 5.17
H -0.65 -2.32 3.62
H 0.82 -1.85 4.47
H 0.29 -4.62 3.26
H 1.66 -4.23 4.28
H 2.60 -4.04 2.15
H 2.22 -2.37 2.53
H 0.64 -4.25 0.72
H 1.62 -2.86 0.23
H -2.74 0.72 0.23
H -1.13 1.33 0.59
H -3.19 0.56 2.73
H -2.97 2.19 2.14
H -0.72 0.58 3.43
H -1.80 1.62 4.35
H 0.04 2.55 2.07
H 0.32 2.81 3.79
H -1.05 3.59 2.99
H -4.31 -0.96 1.04
H -5.30 -3.23 1.19
H -3.88 -5.23 1.31
H -1.41 -5.04 1.26
O -0.38 4.03 -4.79
C 0.76 3.61 -5.46
N 1.90 4.49 -5.25
C 3.06 4.31 -4.57
O 3.99 5.10 -4.67
C 3.19 3.10 -3.70
C 4.42 2.47 -3.60
C 4.54 1.36 -2.77
C 3.42 0.92 -2.09
N 2.24 1.54 -2.17
C 2.14 2.62 -2.94
H -0.61 3.40 -4.07
H 0.55 3.63 -6.54
H 1.05 2.59 -5.19
H 1.88 5.37 -5.75
H 5.26 2.85 -4.16
H 5.48 0.83 -2.67
H 3.45 0.04 -1.45
H 1.17 3.09 -2.93
```

Frontier orbital gap (alpha / beta) ... 5.99 / 5.56 eV
2S+1 ... 2
Energy relative to the best compared isomer or geometry (same formula, charge and spin) ... 0.4 kJ/mol
<S²> ... 0.757
Net charge ... -1
Lowest unoccupied orbital energy (alpha / beta) ... 2.27 / 1.87 eV
Molar mass ... 742.98 g/mol
Largest force on an atom ... 0.0034 hartree/bohr

These are the Mulliken partial charges, in e, on atoms 1 to 5: 0.156 -0.734 0.376 -0.750 -0.502

(3)
Below is a 2-piece molecular cluster, C22H30F3NO3S overall in a non-equilibrium geometry, with properties calculated with the ωB97M-V functional and the def2-TZVPD basis.

The geometry in XYZ format:
```
60
Properties=species:S:1:pos:R:3
C 0.01 -0.40 -3.19
O 0.70 0.10 -2.03
C 1.69 0.97 -2.31
O 2.06 1.21 -3.44
C 2.41 1.47 -1.08
C 3.01 2.86 -1.32
C 4.32 2.59 -2.05
C 4.69 1.13 -1.74
N 3.53 0.59 -1.08
C 3.44 -0.70 -0.67
C 2.32 -1.20 0.00
C 2.44 -2.56 0.55
C 3.26 -3.44 -0.42
C 4.69 -2.91 -0.49
C 4.69 -1.47 -1.02
H -0.81 -0.95 -2.74
H -0.34 0.43 -3.81
H 0.69 -1.05 -3.78
H 1.76 1.37 -0.20
H 2.33 3.51 -1.88
H 3.22 3.35 -0.35
H 4.19 2.72 -3.13
H 5.15 3.23 -1.74
H 4.97 0.57 -2.66
H 5.57 1.10 -1.08
H 1.44 -0.58 0.24
H 3.01 -2.52 1.50
H 1.46 -3.03 0.79
H 3.26 -4.49 -0.11
H 2.80 -3.37 -1.42
H 5.17 -2.88 0.50
H 5.31 -3.54 -1.17
H 4.84 -1.50 -2.12
H 5.59 -0.95 -0.65
C -3.70 2.56 3.12
C -4.20 1.16 2.68
C -5.57 0.95 3.33
C -4.15 0.93 1.18
C -5.17 0.33 0.46
C -4.99 0.05 -0.91
C -3.75 0.29 -1.50
C -2.70 0.86 -0.74
C -2.90 1.21 0.59
O -3.22 0.22 3.23
S -2.36 -1.02 2.29
C -2.96 -2.46 3.14
F -2.41 -3.57 2.54
F -2.54 -2.44 4.44
F -4.31 -2.65 3.16
H -4.33 3.30 2.61
H -3.81 2.71 4.21
H -2.65 2.73 2.85
H -6.26 1.78 3.03
H -6.06 0.00 3.07
H -5.52 0.97 4.43
H -6.10 0.05 0.95
H -5.82 -0.35 -1.51
H -3.56 0.02 -2.54
H -1.72 1.10 -1.17
H -2.09 1.65 1.16
```

Frontier orbital gap ... 7.27 eV
Energy relative to the best compared isomer or geometry (same formula, charge and spin) ... 37.0 kJ/mol
SMILES string ... COC(=O)[C@@H]1CCCN1C1=CCCCC1.CC(C)(OSC(F)(F)F)c1ccccc1
Lowest unoccupied orbital energy ... 0.21 eV
Molar mass ... 445.55 g/mol
Largest force on an atom ... 0.0488 hartree/bohr

These are the Mulliken partial charges, in e, on atoms 1 to 5: -0.841 -0.008 0.267 -0.627 0.004

(4)
Below is one molecule with the formula C22H30N2O4 in a non-equilibrium geometry, with properties calculated with the ωB97M-V functional and the def2-TZVPD basis.

The geometry in XYZ format:
```
58
Properties=species:S:1:pos:R:3
C -0.70 5.10 -6.33
O 0.02 3.97 -6.75
C 0.43 3.12 -5.70
C -0.72 2.35 -5.04
C -0.24 1.15 -4.22
H 0.29 0.46 -4.89
C 0.70 1.49 -3.06
C 1.17 0.20 -2.37
H 1.71 -0.43 -3.08
H 0.30 -0.36 -2.01
C 2.08 0.51 -1.19
N 1.38 1.37 -0.25
C 0.97 1.05 0.99
O 0.33 1.82 1.69
C 1.34 -0.28 1.55
N 1.35 -1.42 0.90
O 1.60 -2.40 1.79
C 1.76 -1.86 3.01
C 1.61 -0.51 2.93
H 1.67 0.23 3.70
C 1.97 -2.78 4.17
O 0.93 -2.66 5.12
C -0.34 -2.85 4.60
C -1.09 -1.73 4.28
C -2.36 -1.84 3.73
C -2.87 -3.12 3.52
C -2.14 -4.24 3.87
C -0.86 -4.13 4.41
C -0.08 -5.35 4.78
H -0.74 -6.13 5.16
H 0.44 -5.76 3.90
H 0.66 -5.11 5.54
H -2.56 -5.22 3.71
H -3.86 -3.24 3.09
C -3.15 -0.62 3.38
H -3.96 -0.85 2.69
H -2.50 0.13 2.92
H -3.58 -0.18 4.28
H -0.67 -0.75 4.46
H 2.89 -2.53 4.70
H 2.03 -3.81 3.78
C 0.97 2.62 -0.83
C 0.02 2.38 -2.01
H -0.25 3.34 -2.44
H -0.88 1.89 -1.65
H 0.47 3.20 -0.05
H 1.86 3.17 -1.17
H 2.38 -0.41 -0.70
H 2.97 1.05 -1.54
H 1.58 2.01 -3.45
H -1.11 0.62 -3.83
H -1.30 3.01 -4.41
H -1.37 1.98 -5.84
H 0.98 3.71 -4.94
H 1.13 2.42 -6.17
H -0.14 5.67 -5.57
H -0.83 5.72 -7.22
H -1.68 4.84 -5.93
```

Frontier orbital gap ... 9.50 eV
Energy relative to the best compared isomer or geometry (same formula, charge and spin) ... 327.7 kJ/mol
SMILES string ... COCCCC1CCN(C(=O)c2cc(COc3cc(C)ccc3C)on2)CC1
Lowest unoccupied orbital energy ... 0.77 eV
Molar mass ... 386.49 g/mol
Largest force on an atom ... 0.0204 hartree/bohr

These are the Mulliken partial charges, in e, on atoms 1 to 5: -0.708 -0.413 -0.341 -0.644 -1.181

Question: Among the records above, which one has the highest molar mass?
Answer: C22H30CuN4O2S3SbSe

Question: Among the records above, which one has the highest molar mass?
Answer: C22H30CuN4O2S3SbSe

Question: Which of these has the lowest molar mass?
Answer: C22H30N2O4

Question: Among the records above, which one has the highest largest force on an atom?
Answer: C22H30F3NO3S